1.
50
Properties=species:S:1:pos:R:3:nbo_charge:R:1 method="wB97M-V/def2-TZVPD" total_charge=+1 energy_ev=-90032.8773 multiplicity=1
Ga 0.661 0.032 0.047 1.77
O 0.313 0.132 2.237 -0.76
C -0.212 -0.786 3.189 -0.07
C 0.799 -1.870 3.551 -0.42
C 1.479 -2.470 2.305 -0.46
C 0.486 -2.913 1.275 0.27
C -0.014 -4.211 1.340 -0.23
C -0.993 -4.624 0.459 -0.11
C -1.461 -3.712 -0.479 -0.23
C -0.907 -2.449 -0.509 0.05
N 0.051 -2.059 0.338 -0.58
H 1.057 0.614 2.629 0.53
H -1.096 -1.227 2.721 0.19
H -0.520 -0.229 4.082 0.21
H 0.279 -2.645 4.113 0.23
H 1.575 -1.456 4.196 0.23
H 2.061 -3.332 2.630 0.25
H 2.174 -1.745 1.888 0.26
H 0.377 -4.883 2.087 0.24
H -1.386 -5.627 0.508 0.24
H -2.238 -3.981 -1.173 0.25
H -1.244 -1.696 -1.215 0.22
N 1.424 -0.264 -2.012 -0.90
C 0.864 0.500 -3.102 0.10
C 0.892 -0.066 -4.369 -0.22
C 0.524 0.666 -5.480 -0.18
C 0.103 1.972 -5.308 -0.19
C 0.029 2.521 -4.042 -0.19
C 0.426 1.815 -2.899 0.00
C 0.309 2.509 -1.593 -0.08
C 0.410 3.908 -1.579 -0.18
C 0.106 4.665 -0.464 -0.18
C -0.387 4.044 0.671 -0.22
C -0.422 2.662 0.717 -0.15
C -0.017 1.902 -0.373 -0.54
H 1.619 -1.219 -2.317 0.41
H 2.342 0.154 -1.835 0.45
H 1.234 -1.083 -4.497 0.21
H 0.592 0.231 -6.464 0.23
H -0.162 2.564 -6.169 0.23
H -0.359 3.521 -3.933 0.23
H 0.771 4.413 -2.461 0.22
H 0.230 5.737 -0.481 0.23
H -0.693 4.627 1.529 0.23
H -0.767 2.180 1.622 0.21
F 2.415 1.256 1.168 -0.55
B 3.456 0.600 0.445 1.35
F 2.798 -0.707 0.195 -0.57
F 3.549 1.183 -0.774 -0.53
F 4.562 0.450 1.151 -0.50

=====

2.
15
Properties=species:S:1:pos:R:3:nbo_charge:R:1 method="wB97M-V/def2-TZVPD" energy_ev=-9408.5492 multiplicity=1 smiles="O=C1CC[C@@H]1CO"
O -1.290 -2.182 -0.317 -0.52
C -1.086 -1.005 -0.182 0.63
C -1.843 0.276 -0.539 -0.53
C -0.603 1.079 -0.064 -0.39
C 0.081 -0.228 0.402 -0.36
C 1.479 -0.572 -0.094 -0.05
O 2.269 0.600 -0.074 -0.72
H -2.059 0.339 -1.609 0.24
H -2.771 0.437 0.019 0.24
H -0.775 1.794 0.743 0.21
H -0.069 1.596 -0.862 0.22
H -0.037 -0.346 1.480 0.23
H 1.916 -1.358 0.534 0.17
H 1.408 -0.976 -1.114 0.16
H 3.148 0.381 -0.407 0.47

=====

3.
56
Properties=species:S:1:pos:R:3:nbo_charge:R:1 method="wB97M-V/def2-TZVPD" total_charge=+1 energy_ev=-222338.1659 multiplicity=1
Tc -0.434 -0.084 -0.252 0.27
Br -0.075 1.863 1.429 0.28
C -1.139 3.135 0.424 -0.05
C -1.493 4.318 1.009 -0.24
C -2.195 5.266 0.251 -0.18
C -2.469 5.023 -1.067 -0.17
C -2.106 3.805 -1.676 -0.07
C -2.358 3.564 -3.042 -0.16
C -2.033 2.360 -3.602 -0.20
C -1.498 1.332 -2.811 -0.24
C -1.198 1.516 -1.482 -0.12
C -1.468 2.789 -0.905 -0.07
H -1.239 4.521 2.037 0.24
H -2.500 6.190 0.715 0.23
H -2.978 5.763 -1.665 0.23
H -2.806 4.346 -3.634 0.22
H -2.208 2.180 -4.651 0.23
H -1.327 0.368 -3.273 0.21
Cl 2.126 -0.952 1.328 0.06
C 1.529 -1.614 2.799 -0.09
C 2.366 -1.725 3.893 -0.21
C 1.884 -2.300 5.060 -0.18
C 0.576 -2.748 5.137 -0.21
C -0.266 -2.614 4.048 -0.07
Cl -1.890 -3.151 4.152 0.06
C 0.195 -2.035 2.850 -0.15
S -0.914 -1.911 1.527 -0.02
H 3.385 -1.373 3.844 0.23
H 2.530 -2.412 5.916 0.23
H 0.206 -3.201 6.042 0.24
Br 6.135 3.660 -0.412 0.10
C 4.622 2.565 -0.761 -0.07
C 4.798 1.202 -0.949 -0.22
C 3.698 0.405 -1.181 -0.24
C 2.410 0.951 -1.205 0.17
C 2.254 2.326 -1.030 -0.22
C 3.356 3.130 -0.816 -0.21
N 1.317 0.096 -1.395 -0.44
C 1.402 -0.760 -2.378 0.16
C 0.395 -1.756 -2.481 0.10
C 0.463 -2.843 -3.362 -0.18
C -0.495 -3.826 -3.292 -0.14
C -1.529 -3.681 -2.365 -0.20
C -1.563 -2.563 -1.563 0.08
N -0.619 -1.615 -1.586 -0.35
H 5.785 0.767 -0.907 0.24
H 3.828 -0.660 -1.306 0.22
H 1.280 2.781 -1.119 0.23
H 3.239 4.196 -0.703 0.24
H 2.212 -0.722 -3.099 0.22
H 1.280 -2.896 -4.063 0.24
H -0.441 -4.691 -3.930 0.24
H -2.300 -4.428 -2.271 0.25
H -2.356 -2.425 -0.843 0.23
S -3.887 0.278 0.092 0.33
C -2.366 0.066 0.035 -0.11

=====

4.
10
Properties=species:S:1:pos:R:3:nbo_charge:R:1 method="wB97M-V/def2-TZVPD" total_charge=+1 energy_ev=-7171.3673 multiplicity=3
C -0.188 0.148 0.271 0.47
C 0.763 -0.596 -0.668 -0.69
N -0.972 -0.636 0.977 0.09
N -0.435 1.474 0.117 -0.62
O -1.118 -1.623 1.678 0.01
H 0.541 -1.710 -0.667 0.28
H 0.800 -0.150 -1.589 0.25
H 1.822 -0.682 -0.108 0.29
H -0.033 2.000 -0.698 0.47
H -1.181 1.775 0.687 0.44

=====

5.
23
Properties=species:S:1:pos:R:3:nbo_charge:R:1 method="wB97M-V/def2-TZVPD" total_charge=+1 energy_ev=-11005.7820 multiplicity=2
C -0.992 0.982 1.218 -0.76
N 0.375 -1.097 -0.115 -0.65
C 0.446 0.120 -0.626 0.31
C -0.050 1.232 0.102 0.23
C 0.282 2.612 -0.302 -0.69
C 1.289 0.304 -1.857 -0.69
H -0.464 0.768 2.161 0.30
H -1.856 0.345 1.028 0.26
H -1.549 1.892 1.473 0.26
H -0.082 -1.156 0.791 0.40
H 0.072 -1.891 -0.671 0.45
H -0.270 3.354 0.266 0.26
H 0.022 2.769 -1.354 0.26
H 1.367 2.740 -0.332 0.26
H 0.815 0.691 -2.760 0.26
H 2.091 0.986 -1.677 0.26
H 1.821 -0.639 -1.970 0.25
H -2.211 -2.415 -2.533 0.50
H -0.685 -2.144 -2.879 0.48
O -1.309 -2.448 -2.216 -0.97
H -0.510 -1.168 3.788 0.48
H 0.893 -1.422 3.121 0.47
O 0.367 -0.804 3.637 -0.94

=====

6.
46
Properties=species:S:1:pos:R:3:nbo_charge:R:1 method="wB97M-V/def2-TZVPD" total_charge=+1 energy_ev=-33322.1457 multiplicity=1 smiles="C[NH+](C)C(C)(C)CNC(=O)N1CCC[C@@H]1c1cccs1"
C -1.626 -3.214 -0.309 -0.43
N -0.506 -2.377 -0.795 -0.38
C -0.418 -2.499 -2.257 -0.41
C 0.773 -2.599 -0.052 0.16
C 1.370 -3.986 -0.312 -0.66
C 0.460 -2.417 1.517 -0.65
C 1.868 -1.511 -0.478 -0.23
N 1.584 -0.114 -0.082 -0.68
C 0.688 0.706 -0.765 0.82
O -0.179 0.271 -1.478 -0.70
N 0.704 2.012 -0.332 -0.45
C 1.750 2.607 0.502 -0.23
C 1.497 4.095 0.336 -0.41
C 0.332 4.220 -0.646 -0.39
C -0.307 2.833 -0.735 -0.09
C -1.434 2.690 0.221 -0.14
C -1.486 1.753 1.302 -0.29
C -2.811 1.818 2.095 -0.25
C -3.424 2.988 1.822 -0.34
S -2.716 3.960 0.475 0.34
H -1.213 -4.157 0.240 0.24
H -2.143 -3.593 -1.139 0.23
H -2.413 -2.690 0.196 0.25
H -0.802 -1.465 -0.581 0.47
H 0.192 -1.707 -2.704 0.26
H -0.183 -3.483 -2.575 0.22
H -1.453 -2.352 -2.540 0.23
H 1.968 -4.109 -1.153 0.23
H 1.974 -4.243 0.608 0.25
H 0.668 -4.704 -0.608 0.23
H 0.226 -1.375 1.648 0.23
H -0.398 -2.999 1.924 0.23
H 1.290 -2.726 2.203 0.25
H 2.853 -1.713 0.060 0.25
H 1.903 -1.530 -1.606 0.22
H 2.263 0.364 0.554 0.42
H 1.525 2.367 1.548 0.21
H 2.707 2.374 0.140 0.21
H 1.167 4.526 1.323 0.22
H 2.394 4.590 0.056 0.23
H 0.680 4.382 -1.682 0.21
H -0.332 5.003 -0.404 0.23
H -0.723 2.707 -1.850 0.25
H -0.615 1.081 1.455 0.21
H -3.242 1.063 2.711 0.23
H -4.415 3.153 2.146 0.23

=====

7.
10
Properties=species:S:1:pos:R:3:nbo_charge:R:1 method="wB97M-V/def2-TZVPD" energy_ev=-41539.9327 multiplicity=1 smiles="O=C(NS)C(Cl)Cl"
O -1.495 0.029 0.607 -0.54
C -0.350 0.012 0.246 0.61
N 0.073 -0.894 -0.713 -0.74
S -1.198 -1.780 -1.558 0.17
C 0.700 0.829 0.940 -0.29
Cl 1.559 2.019 -0.051 0.00
Cl 1.951 -0.231 1.678 0.00
H 0.735 -0.487 -1.381 0.41
H -2.179 -0.859 -1.519 0.13
H 0.205 1.361 1.751 0.26

=====

8.
22
Properties=species:S:1:pos:R:3:nbo_charge:R:1 method="wB97M-V/def2-TZVPD" total_charge=+1 energy_ev=-13491.8001 multiplicity=1
C -2.510 0.972 0.357 -0.21
C -1.793 0.467 1.532 0.00
C -1.974 0.645 -0.847 -0.10
C -0.179 -0.717 0.217 0.15
C -0.816 -0.541 1.471 0.10
C -0.819 -0.114 -0.934 0.11
C 1.738 2.340 -2.293 0.33
C 1.224 -1.346 0.121 -0.69
N -0.403 -1.183 2.638 -0.80
N -0.447 -0.560 -2.093 -0.30
O 1.631 1.379 -1.642 -0.54
H -3.511 1.279 0.478 0.26
H -2.244 0.658 2.542 0.24
H -2.293 0.978 -1.800 0.25
H 2.607 2.528 -2.937 0.11
H 1.062 3.249 -2.293 0.11
H 1.168 -2.306 -0.514 0.26
H 1.955 -0.760 -0.415 0.28
H 1.584 -1.556 1.110 0.24
H -0.449 -0.654 3.568 0.43
H 0.313 -1.927 2.460 0.41
H 0.412 -1.150 -1.952 0.35